Version A
Computed, not measured: C7H16O in the gas phase, with ωB97M-V/def2-TZVPD.

Multiplicity: 1
E_HOMO in Ha: -0.3575
SMILES: CCC(C)(C)[C@H](C)O

Atoms and positions in Å:
H: 0.6698 0.4987 -1.9832
H: -1.1243 -0.5782 1.7596
O: 1.5354 -1.7792 0.0617
C: -0.2644 1.5757 0.4464
H: 3.4314 -0.0839 0.4851
H: -1.2670 1.9320 0.2227
H: 0.4372 2.2173 -0.0816
H: -0.8562 -1.8206 0.5219
H: -2.9249 0.4681 0.2114
H: -2.7063 -0.9203 -0.8678
H: 2.4627 1.3666 0.7293
C: 2.5142 0.4253 0.1909
H: 1.6838 -1.7344 -0.8898
H: -0.2433 -1.0147 -1.8384
H: -3.2808 -1.1566 0.7863
H: 1.2615 -0.5692 1.6187
H: 2.5662 0.6304 -0.8774
C: -2.6132 -0.5721 0.1571
C: -0.1082 0.1226 0.0063
C: -1.1262 -0.7768 0.6866
C: -0.1915 0.0236 -1.5162
C: 1.3206 -0.4650 0.5296
H: -1.0815 0.5339 -1.8756
H: -0.0949 1.6768 1.5163

natural (NBO) atomic charge list, values in e, 5 entries: H 0.206; H 0.198; O -0.718; C -0.617; H 0.222

***

Version B
Computed, not measured: 2 unconnected molecules or ions with the total composition C7H16O, with ωB97M-V/def2-TZVPD.

Multiplicity: 1
E_HOMO in Ha: -0.3814
SMILES: C1CCCC1.CCO

Atoms and positions in Å:
H: 1.5465 1.4566 -0.7695
H: -0.5628 2.8439 0.2522
H: -2.4021 -1.5798 -0.4704
C: -0.6953 -1.8743 -1.4069
H: 1.7305 2.2498 0.8221
H: 1.0836 -1.6405 -2.6097
C: 1.1730 1.4671 0.2725
H: -0.2991 1.8519 2.5277
H: -0.5892 -0.8957 1.1923
C: 1.3502 0.0990 0.9812
H: -0.3469 -0.7479 -3.2148
C: -0.3284 1.7678 0.3645
O: -1.8146 -1.0564 -1.0547
H: -1.7937 1.1037 1.8933
H: 1.5405 -0.7078 0.2475
C: 0.0232 -0.1553 1.7421
H: -1.0330 -2.7893 -1.9305
H: 2.2093 0.1291 1.6786
H: 0.1885 -0.5476 2.7640
H: -0.1446 -2.1895 -0.4998
H: -0.8769 1.2196 -0.4255
H: 0.5434 -0.1468 -1.7812
C: 0.2001 -1.0535 -2.3071
C: -0.7023 1.1961 1.7323

natural (NBO) atomic charge list, values in e, 5 entries: H 0.206; H 0.207; H 0.470; C -0.065; H 0.200

***

Which of them is the most stable, and which is the least stable? version A and version B, in that order.

***

Version A
Computed, not measured: a molecular structure, BrClN2O2, with ωB97M-V/def2-TZVPD.

Multiplicity: 1
E_HOMO (spin up / spin down) in Ha: -0.3603 / -0.3643

Atoms and positions in Å:
Br: -2.5989 0.5898 0.1206
O: 0.9574 -0.5829 0.7354
N: -1.2773 -0.4732 -0.7814
N: 0.6658 0.3447 0.1223
Cl: -0.9604 -1.9041 0.0349
O: 1.1041 1.3825 -0.3076

natural (NBO) atomic charge list, values in e, 5 entries: Br 0.177; O -0.235; N -0.483; N 0.584; Cl 0.232

***

Version B
Computed, not measured: BrClN2O2 in the gas phase, with ωB97M-V/def2-TZVPD.

Multiplicity: 1
E_HOMO in Ha: -0.3873
SMILES: [O-]/[N+](=N\Cl)OBr

Atoms and positions in Å:
Cl: 2.1444 -1.3115 -0.1509
N: 0.6965 -0.6902 0.4446
Br: -2.7382 -0.2562 -0.0037
N: 0.2454 0.3636 -0.0211
O: 0.7520 1.2413 -0.6521
O: -1.1002 0.6530 0.3832

natural (NBO) atomic charge list, values in e, 5 entries: Cl 0.178; N -0.279; Br 0.367; N 0.532; O -0.344

***

Which of them is the most stable, and which is the least stable? version B and version A, in that order.

***

Version A
Computed, not measured: a molecular structure, CH3I3N, with ωB97M-V/def2-TZVPD.

Charge: +1
Multiplicity: 1
E_HOMO in Ha: -0.4816

Atoms and positions in Å:
C: 0.7859 -2.4795 1.2297
I: 1.7469 -3.8225 0.0563
H: -0.7943 -2.4702 -0.0485
I: 1.8473 -1.6567 2.8880
I: 0.2198 1.6834 1.1136
N: -0.3798 -2.1396 0.8739
H: -1.1210 -1.8158 1.5077
H: 1.1187 2.7491 1.9495

natural (NBO) atomic charge list, values in e, 5 entries: C -0.047; I 0.437; H 0.447; I 0.424; I -0.132

***

Version B
Computed, not measured: a molecular structure, CH3I3N, with ωB97M-V/def2-TZVPD.

Charge: +1
Multiplicity: 1
E_HOMO in Ha: -0.5015

Atoms and positions in Å:
H: -0.5238 0.8416 -0.2454
I: 2.1236 1.2967 -2.0183
I: 1.4883 -2.2748 -1.7045
I: -1.0512 -0.0354 -3.0166
H: -0.4755 -1.0293 -0.2574
N: 0.0781 -0.1367 -0.2723
C: 0.6190 -0.3202 -1.6845
H: 0.7533 0.1239 0.4156

natural (NBO) atomic charge list, values in e, 5 entries: H 0.470; I 0.285; I 0.339; I 0.329; H 0.476

***

Which of them is the most stable, and which is the least stable? version A and version B, in that order.

***

Version A
Computed, not measured: 2 unconnected molecules or ions with the total composition C4H10NO2S, with ωB97M-V/def2-TZVPD.

Charge: -1
Multiplicity: 1
E_HOMO in Ha: -0.1453

Atoms and positions in Å:
H: 0.9358 0.7163 -0.2097
O: 0.6016 -1.0422 3.0570
H: -0.6056 -1.7725 -1.1626
H: 0.8408 -1.7914 0.4686
C: -0.9785 -1.2623 -0.2804
H: -1.4379 0.8462 0.1771
C: -0.0922 -0.7106 1.9908
H: 1.9883 -1.7104 -2.4443
O: 1.2695 -1.6755 -1.7962
H: -1.8539 0.3493 -1.4085
N: -0.0957 -1.6185 0.8329
H: 0.0366 0.2929 1.5122
C: 0.2190 0.9780 -1.0072
S: 0.0170 2.6816 -0.9193
H: 0.7258 0.6038 -1.9194
C: -1.0688 0.2266 -0.6556
H: -1.1693 -0.7218 2.3001
H: -1.9493 -1.6776 0.0067

natural (NBO) atomic charge list, values in e, 5 entries: H 0.221; O -0.629; H 0.286; H 0.415; C -0.271

***

Version B
Computed, not measured: 2 unconnected molecules or ions with the total composition C4H10NO2S, with ωB97M-V/def2-TZVPD.

Charge: -1
Multiplicity: 1
E_HOMO in Ha: -0.0982

Atoms and positions in Å:
O: 0.2019 0.8879 -2.8038
H: -1.5793 -2.0710 2.1468
H: 0.1269 1.5275 -2.2279
H: 1.9693 -0.1408 -1.4867
C: 0.0888 1.4909 0.2637
S: 2.7923 0.5460 0.8191
C: 0.1436 -0.0382 -0.0042
C: 1.6763 -0.3319 -0.3838
N: -0.2563 -0.9966 1.0566
H: -2.2071 -1.4103 0.4804
H: -0.7061 0.4518 -2.7610
H: 0.3897 -0.8082 1.8976
O: -0.3273 2.3234 -0.5122
H: 0.4262 1.8752 1.1505
C: -1.6937 -1.1623 1.4697
H: 1.6787 -1.4185 -0.1343
H: -0.4115 -0.3234 -0.8398
H: -2.3125 -0.4015 1.8693

natural (NBO) atomic charge list, values in e, 5 entries: O -0.926; H 0.197; H 0.469; H 0.220; C 0.458

***

Which of them is the most stable, and which is the least stable? version B and version A, in that order.

***

Version A
Computed, not measured: a gas-phase ion, C6H15N2 (charge +1), with ωB97M-V/def2-TZVPD.

Charge: +1
Multiplicity: 1
E_HOMO in Ha: -0.5389

Atoms and positions in Å:
H: 2.3687 -2.4182 0.3694
H: 2.0317 -0.9903 1.2856
H: 0.8539 0.8150 -1.9668
C: 1.4400 0.6278 -1.0532
H: 0.4588 -1.2902 -0.7410
H: -3.1143 0.7131 -0.0640
H: -3.9835 -1.1409 1.1832
C: -2.5155 -0.1863 0.1532
H: 1.2588 1.1604 1.0583
C: 2.3508 -1.3352 0.3001
H: 2.4357 0.9911 -1.2868
H: -1.0936 1.7184 -0.8248
N: -2.9783 -1.0293 1.2013
C: 1.4774 -0.8828 -0.8561
C: -0.6747 1.3093 0.1215
H: 3.3861 -0.9811 0.2396
C: 0.8415 1.4332 0.0912
H: 1.0390 2.4934 -0.0484
H: -1.1322 1.8641 0.9677
H: -2.6367 -0.7390 2.1055
N: -1.1549 0.0220 0.2981
H: 1.8846 -1.3311 -1.7627
H: -2.5435 -0.8235 -0.7709

natural (NBO) atomic charge list, values in e, 5 entries: H 0.230; H 0.200; H 0.201; C -0.403; H 0.199

***

Version B
Computed, not measured: 2 unconnected molecules or ions with the total composition C6H15N2, with ωB97M-V/def2-TZVPD.

Charge: +1
Multiplicity: 1
E_HOMO in Ha: -0.4913

Atoms and positions in Å:
C: -0.0943 -0.1854 -0.3722
H: -1.5333 1.2677 -0.4212
C: 0.5775 -1.3275 -1.1093
H: 1.6866 -1.2198 -0.9692
H: 0.3735 -1.1897 -2.2004
C: 1.2545 -1.0779 1.9096
H: -1.0596 1.5566 1.9933
N: -1.0924 0.5075 -0.8808
H: 2.7080 0.7658 1.8539
H: 1.9506 -1.6230 1.2516
H: -1.1731 1.8846 -3.5673
C: 0.3503 -0.0126 1.1452
H: -0.6104 0.3386 3.1135
H: -0.2629 0.4478 -3.7003
H: -2.0837 0.4872 -3.7441
N: -1.2289 0.8853 -3.4158
H: 0.8328 -1.4686 2.9102
H: 0.1976 -2.2578 -0.7391
H: -1.7577 -0.0264 1.8572
H: -1.1701 0.6271 -2.0030
C: -0.7972 0.4916 2.0550
H: 1.2156 0.7507 2.9369
C: 1.7167 0.3781 2.0963

natural (NBO) atomic charge list, values in e, 5 entries: C 0.498; H 0.411; C -0.682; H 0.257; H 0.220

***

Which of them is the most stable, and which is the least stable? version B and version A, in that order.

***

Version A
Computed, not measured: a gas-phase ion, C6H15N2 (charge +1), with ωB97M-V/def2-TZVPD.

Charge: +1
Multiplicity: 1
E_HOMO in Ha: -0.4202
SMILES: CC/C(=C\N)CC[NH3+]

Atoms and positions in Å:
H: 2.2617 -3.1414 -0.3444
N: 1.9279 -2.3903 0.2977
H: 1.5177 -2.8655 1.0952
C: -1.6790 0.1858 -1.0684
H: -0.4075 1.1138 1.9467
H: 1.5482 -0.4877 -0.7432
H: 1.0844 2.8685 1.2988
C: 1.0181 -1.3985 -0.4045
C: -0.2442 -1.0994 0.5497
C: -0.5791 1.3548 0.8976
H: -0.9674 -1.9004 0.6389
C: -0.9143 0.1595 0.0205
H: -1.7739 -0.7688 -1.5858
H: 2.7054 -1.8895 0.7336
H: -2.9325 1.0547 -2.3634
N: -2.2571 1.3228 -1.6438
H: 0.5632 2.8511 -0.3069
H: 0.8412 -1.8490 -1.4041
H: -1.3928 2.1173 0.7805
C: 0.6534 2.1608 0.5155
H: -2.7337 1.9099 -0.9822
H: 1.6281 1.6483 0.4990
H: 0.1322 -0.9567 1.5733

natural (NBO) atomic charge list, values in e, 5 entries: H 0.452; N -0.685; H 0.441; C 0.028; H 0.215

***

Version B
Computed, not measured: 2 unconnected molecules or ions with the total composition C6H15N2, with ωB97M-V/def2-TZVPD.

Charge: +1
Multiplicity: 1
E_HOMO (spin up / spin down) in Ha: -0.4532 / -0.4316

Atoms and positions in Å:
C: 3.0655 0.5768 0.3883
H: -3.6118 -0.6990 0.1601
H: 1.8145 0.0328 -1.3093
C: 3.0943 -0.9234 0.2159
H: 2.9293 -1.5290 1.1307
N: -1.4234 -0.6068 0.0607
C: -1.3725 -0.8312 -1.4049
C: -0.5303 0.4293 0.7742
C: -2.7728 -0.1720 0.4555
H: -1.3888 -1.5624 0.4974
H: -1.2519 -1.8426 -1.7448
C: 1.9809 -0.1227 -0.2936
H: -0.5774 1.9544 -0.5950
H: -0.4831 -0.2288 -1.7451
H: -2.8287 0.8162 0.0874
H: 3.7468 -1.4040 -0.6929
H: 3.6034 1.2034 -0.3006
H: -2.3127 -0.3768 -1.8587
H: 3.1322 0.8952 1.4232
N: -0.7841 1.7408 0.3437
H: -2.8945 -0.0688 1.5756
H: -0.8883 0.3304 1.7898
H: -0.2468 2.3881 1.0424

natural (NBO) atomic charge list, values in e, 5 entries: C -0.479; H 0.237; H 0.180; C -0.458; H 0.246

***

Which of them is the most stable, and which is the least stable? version A and version B, in that order.

***

Version A
Computed, not measured: 2 unconnected molecules or ions with the total composition C6H15N2, with ωB97M-V/def2-TZVPD.

Charge: +1
Multiplicity: 1
E_HOMO in Ha: -0.4668

Atoms and positions in Å:
C: -3.4638 0.0982 -0.4727
C: 0.3775 -0.0005 2.2195
C: 0.1515 -0.0721 0.8475
N: 1.0325 0.2260 -0.0971
H: -3.7836 -0.6393 0.2786
H: 3.6804 -1.9222 -1.9163
C: -2.1270 0.6666 0.0252
H: 2.9740 -1.0913 -3.1977
H: 1.9668 1.5409 1.1892
H: -1.7807 -1.2487 0.9591
H: 3.0521 0.2973 0.5816
H: 1.3508 0.2658 2.6185
H: 2.5828 1.6454 -0.4591
H: -0.8812 -0.9145 -0.5797
C: 2.2175 0.9623 0.3013
H: -3.3856 -0.4597 -1.4030
H: 2.5868 -0.7678 -1.5462
C: -1.2273 -0.5114 0.3753
N: 3.2543 -1.0637 -2.2327
H: -1.6969 1.3013 -0.7561
H: -0.3438 -0.4425 2.8865
H: -4.2644 0.8300 -0.5278
H: -2.2726 1.2998 0.9059

natural (NBO) atomic charge list, values in e, 5 entries: C -0.603; C 0.085; C 0.077; N -0.024; H 0.202

***

Version B
Computed, not measured: 2 unconnected molecules or ions with the total composition C6H15N2, with ωB97M-V/def2-TZVPD.

Charge: +1
Multiplicity: 1
E_HOMO in Ha: -0.4417

Atoms and positions in Å:
C: -0.2772 2.0155 0.6202
H: -0.7362 -4.5463 0.7308
C: 0.3967 -0.7239 -1.3408
C: -0.5172 -1.7138 -0.7361
H: -2.1606 -3.4552 0.5022
H: -0.1704 0.2946 -1.3464
H: 1.3327 -0.6466 -0.7410
H: 0.8418 -2.6893 0.5469
H: -1.5784 -1.6847 -1.0275
C: -0.1697 -2.6180 0.2067
N: -0.5320 1.3009 1.6779
H: 0.1391 0.6651 2.0653
H: 1.7088 2.8781 -1.8145
C: -1.1522 -3.5646 0.8510
H: 1.9488 4.0317 -0.4343
H: -1.0827 2.5576 0.1200
C: 1.2651 3.2858 -0.8774
H: -1.4932 1.2526 1.9788
H: -1.1949 -3.4329 1.9617
N: 0.9225 2.2268 0.1194
H: 1.6958 1.6635 0.4756
H: 0.5059 -0.8846 -2.3895
H: 0.3076 3.7875 -1.1490

natural (NBO) atomic charge list, values in e, 5 entries: C 0.400; H 0.230; C -0.627; C -0.220; H 0.219

***

Which of them is the most stable, and which is the least stable? version B and version A, in that order.